The ion C51H65N4O2 with charge +1 in a non-equilibrium geometry. Source: the OMol25 dataset; level of theory: ωB97M-V/def2-TZVPD.

Geometry (Å):
1 C -1.4467 0.6159 -1.4383
2 C -2.1824 1.7552 -0.7570
3 C -1.2706 2.9888 -0.6678
4 C -3.3946 2.1037 -1.6414
5 C -2.7370 1.4123 0.6488
6 C -3.4362 2.4746 1.2658
7 C -4.4952 2.1893 2.1148
8 C -4.8610 0.8598 2.3239
9 C -4.0176 -0.2035 1.9654
10 C -4.4495 -1.6547 2.2965
11 C -3.3950 -2.3580 3.1580
12 C -4.7501 -2.4096 0.9981
13 C -5.7437 -1.6861 3.1116
14 C -2.8079 0.1244 1.2853
15 N -1.6231 -0.7146 1.3956
16 C -0.5061 -0.3899 2.1063
17 C -0.4155 0.9986 2.6612
18 C 1.0488 1.4680 2.6427
19 C 1.5374 1.8086 1.3744
20 C 2.8498 2.1917 1.1819
21 C 3.6877 2.1532 2.3097
22 N 5.0414 1.8158 2.0271
23 O 5.8271 1.6160 2.9785
24 O 5.3671 1.6708 0.8184
25 C 3.1827 2.0195 3.6188
26 C 1.8450 1.6656 3.7789
27 N 0.4728 -1.3270 1.8180
28 C 1.9059 -1.4227 2.1259
29 C 2.3637 -1.6005 3.4718
30 C 1.5675 -2.3159 4.5899
31 C 2.2906 -2.2322 5.9395
32 C 1.3865 -3.7980 4.2565
33 C 0.2452 -1.6055 4.7499
34 C 3.6702 -1.2062 3.7856
35 C 4.6397 -1.1986 2.7925
36 C 4.2482 -1.5640 1.5161
37 C 2.9024 -1.5093 1.1073
38 C 2.7822 -1.6049 -0.4510
39 C 4.0019 -0.9324 -1.1188
40 C 1.5938 -0.8820 -1.0360
41 C 2.7868 -3.0797 -0.8680
42 C -0.1680 -2.3648 1.1083
43 C -1.3968 -1.9584 0.7808
44 H -2.0784 -0.2750 -1.5534
45 H -1.1349 0.9456 -2.4427
46 H -0.5370 0.3469 -0.8957
47 H -1.8562 3.9092 -0.5510
48 H -0.5791 2.9222 0.1808
49 H -0.6655 3.0866 -1.5814
50 H -3.9437 2.9679 -1.2510
51 H -3.0685 2.3333 -2.6631
52 H -4.0847 1.2517 -1.6824
53 H -3.2289 3.5181 0.9991
54 H -5.0798 2.9980 2.5552
55 H -5.8235 0.6717 2.8068
56 H -2.8960 -1.6317 3.8163
57 H -3.8768 -3.1066 3.8032
58 H -2.6435 -2.8763 2.5581
59 H -5.6828 -2.0315 0.5598
60 H -3.9677 -2.2980 0.2439
61 H -4.8862 -3.4761 1.2141
62 H -6.5825 -1.2499 2.5589
63 H -6.0026 -2.7282 3.3363
64 H -5.6211 -1.1654 4.0676
65 H -0.8236 1.4882 1.7680
66 H 0.8726 1.7775 0.5090
67 H 3.2468 2.4220 0.2001
68 H 3.8710 2.1132 4.4556
69 H 1.4232 1.5518 4.7808
70 H 2.4331 -1.1934 6.2594
71 H 1.6968 -2.7317 6.7159
72 H 3.2637 -2.7373 5.9074
73 H 0.8389 -3.9428 3.3182
74 H 2.3716 -4.2718 4.1611
75 H 0.8407 -4.2998 5.0675
76 H -0.4618 -1.8028 3.9419
77 H -0.2409 -1.8833 5.6942
78 H 0.4467 -0.5255 4.7489
79 H 3.9694 -0.9519 4.8021
80 H 5.6841 -1.0042 3.0253
81 H 5.0376 -1.8193 0.8091
82 H 4.8997 -1.5590 -1.0768
83 H 3.7972 -0.7511 -2.1820
84 H 4.2260 0.0353 -0.6529
85 H 0.6562 -1.3970 -0.8301
86 H 1.5756 0.1490 -0.6634
87 H 1.7004 -0.8362 -2.1301
88 H 1.9356 -3.6287 -0.4505
89 H 2.7383 -3.1597 -1.9628
90 H 3.7056 -3.5743 -0.5290
91 H 0.3640 -3.2590 0.8284
92 H -2.1055 -2.4410 0.1321
93 C -3.7783 -0.9511 8.4301
94 C -5.2262 -0.7315 7.9489
95 C -5.1386 0.0168 6.6088
96 N -3.7317 -0.0265 6.2444
97 C -3.2440 0.5778 5.1446
98 C -1.9200 0.5536 4.7824
99 C -1.3712 1.4572 3.7149
100 C -0.9066 2.7879 4.3690
101 C -0.7986 3.9075 3.5426
102 C -0.2142 5.0809 4.0310
103 C 0.2616 5.1336 5.3471
104 C 0.0339 4.0572 6.2047
105 C -0.5999 2.8975 5.7303
106 C -2.8549 -0.5586 7.2605
107 H -3.5572 -0.3062 9.2902
108 H -3.6081 -1.9928 8.7144
109 H -5.7187 -1.7014 7.8012
110 H -5.8049 -0.1435 8.6644
111 H -5.7723 -0.4572 5.8430
112 H -5.4768 1.0646 6.6993
113 H -3.9859 1.1425 4.5613
114 H -1.1945 0.1258 5.4699
115 H -2.2814 1.7040 3.1441
116 H -1.1769 3.8592 2.5169
117 H -0.1380 5.9432 3.3705
118 H 0.7893 6.0199 5.7023
119 H 0.3477 4.0993 7.2482
120 H -0.8280 2.0834 6.4290
121 H -2.1105 0.1935 7.5758
122 H -2.2888 -1.4284 6.8861

Properties
F_max	3.4	eV/A
orbital gap	0.2476	Eh
energy above the lowest of the compared OMol25 structures with the same formula, charge and spin	0.000	eV
LUMO level	-3.098	eV
net charge	+1
HOMO	-9.84	eV

---

A structure of composition C15H30As2F13O15Tl in a non-equilibrium geometry. Source: the OMol25 dataset; level of theory: ωB97M-V/def2-TZVPD.

Geometry (Å):
1 Tl -0.1356 0.6670 0.7362
2 As 4.3110 0.8376 0.8578
3 F 4.6701 -0.6014 -0.0494
4 F 6.0311 1.0368 1.0649
5 F 3.9316 2.3039 1.7465
6 F 2.5625 0.5035 0.7957
7 F 4.2669 -0.1416 2.3309
8 F 4.2793 1.7742 -0.5979
9 As -2.6100 3.5039 -1.7308
10 F -3.5952 4.5199 -2.7409
11 F -2.1395 4.8349 -0.7207
12 F -1.5683 2.4745 -0.6971
13 F -2.8790 2.0489 -2.6971
14 F -1.2647 3.8230 -2.8041
15 F -3.9920 3.2204 -0.7206
16 F -1.1454 -0.9941 2.4295
17 C 2.6993 -2.5131 -1.8535
18 O 2.4712 -3.3464 -0.7163
19 C 1.9269 -2.8048 0.3558
20 O 1.1475 -1.8699 0.3813
21 O 2.0212 -3.6351 1.3644
22 C 1.3324 -3.3867 2.5949
23 H 1.8452 -1.8504 -2.0119
24 H 2.5107 -3.2164 -2.6698
25 H 3.6967 -2.0910 -1.8297
26 H 0.3190 -3.1386 2.2801
27 H 1.8060 -2.4888 2.9984
28 H 1.3656 -4.1437 3.3693
29 C 1.5452 3.7385 4.6832
30 O 1.4671 2.7496 3.6575
31 C 1.8617 1.5103 3.8350
32 O 1.4367 0.6136 3.1258
33 O 2.5805 1.2935 4.9156
34 C 2.9867 -0.0455 5.2108
35 H 2.2269 3.5045 5.4956
36 H 0.5267 3.9454 5.0043
37 H 1.9420 4.6537 4.2443
38 H 2.3253 -0.4861 5.9537
39 H 4.0056 0.0386 5.5825
40 H 3.0746 -0.7309 4.3704
41 C -0.0662 1.3937 -4.1026
42 O 1.2505 0.8943 -3.9017
43 C 1.7930 0.9720 -2.7043
44 O 1.2327 1.2378 -1.6640
45 O 3.0514 0.6011 -2.7330
46 C 3.8076 0.3592 -3.9172
47 H -0.8485 0.8759 -3.5576
48 H -0.3936 1.3288 -5.1397
49 H -0.1365 2.4432 -3.8370
50 H 3.3349 -0.4782 -4.4339
51 H 4.8482 0.1929 -3.6702
52 H 3.6903 1.2172 -4.5806
53 C -2.7915 -1.6464 -4.4550
54 O -2.0618 -0.9628 -3.4477
55 C -1.7789 -1.5196 -2.2932
56 O -1.2067 -0.8886 -1.4313
57 O -1.9661 -2.8244 -2.2298
58 C -1.5532 -3.5765 -1.0968
59 H -2.5728 -1.2466 -5.4418
60 H -3.8522 -1.4112 -4.3260
61 H -2.7011 -2.7286 -4.4401
62 H -1.7057 -2.9748 -0.1988
63 H -0.5172 -3.9073 -1.1322
64 H -2.1823 -4.4506 -0.9443
65 C -4.5804 -1.0002 -0.1419
66 O -4.8826 -0.3331 1.0877
67 C -3.9524 0.5569 1.4230
68 O -2.9294 0.7495 0.8144
69 O -4.2738 1.3108 2.4646
70 C -5.3710 0.9006 3.2931
71 H -5.4327 -1.6340 -0.3821
72 H -3.7704 -1.6974 0.0874
73 H -4.3214 -0.4507 -1.0441
74 H -5.4984 -0.1753 3.3185
75 H -6.1989 1.4932 2.8965
76 H -5.3063 1.2678 4.3168

Properties
F_max	2.9	eV/A
orbital gap	0.1828	Eh
energy above the lowest of the compared OMol25 structures with the same formula, charge and spin	0.519	eV
LUMO level	-6.365	eV
HOMO	-11.34	eV

---

The ion C5H10N with charge +1 in a non-equilibrium geometry. Source: the OMol25 dataset; level of theory: ωB97M-V/def2-TZVPD.

Geometry (Å):
1 C 2.6959 -0.4924 0.2559
2 C 1.4239 -0.7800 0.0865
3 C 0.1896 -1.5903 0.1208
4 C 0.0231 -0.2396 -0.5697
5 N -0.6044 0.9371 0.1763
6 C -2.0929 1.0402 -0.1507
7 H 3.0470 0.2659 -0.4052
8 H 3.3970 -0.8659 0.9837
9 H -0.0141 -2.3416 -0.5913
10 H -0.4058 -1.9551 1.0649
11 H -0.0565 -0.1099 -1.6010
12 H -0.3436 0.9192 1.2469
13 H -0.2079 1.7991 -0.1566
14 H -2.2712 2.0616 0.1139
15 H -2.0838 0.9337 -1.2185
16 H -2.6964 0.4180 0.6441

Properties
F_max	4.5	eV/A
orbital gap	0.3808	Eh
SMILES	C=C1C[C@H]1[NH2+]C
energy above the lowest of the compared OMol25 structures with the same formula, charge and spin	3.122	eV
LUMO level	-3.431	eV
net charge	+1
HOMO	-13.79	eV

---

A structure of composition C5H6LiO4Rb in a non-equilibrium geometry. Source: the OMol25 dataset; level of theory: ωB97M-V/def2-TZVPD.

Geometry (Å):
1 O -0.1226 -2.4868 -2.8135
2 C 0.5844 -2.3963 -1.7763
3 O 1.3553 -3.2862 -1.3436
4 O 0.6786 -1.0665 -1.3549
5 C 0.3926 -0.8599 0.0291
6 C 0.4139 0.6295 0.3781
7 Rb 3.9657 -1.6206 -0.6598
8 H 1.1495 -1.3657 0.6315
9 H -0.6061 -1.2537 0.2269
10 H 0.1612 1.2622 -0.4640
11 H 1.3745 0.9249 0.7789
12 Li 0.0913 -0.4943 -3.4701
13 C -1.6626 1.8829 1.7520
14 C -1.7535 3.1750 2.0786
15 O -1.9778 4.2760 2.4090
16 H -2.3838 1.5118 1.0345
17 H -1.6607 1.1676 2.5636

Properties
F_max	4.1	eV/A
orbital gap (alpha / beta)	0.2637 / 0.2882	Eh
energy above the lowest of the compared OMol25 structures with the same formula, charge and spin	1.119	eV
LUMO level (alpha / beta)	-3.964 / -4.076	eV
net charge	+1
spin multiplicity	2
expectation value of S²	0.76
HOMO (alpha / beta)	-11.14 / -11.92	eV

---

The molecule C2H3NO2S in a non-equilibrium geometry. Source: the OMol25 dataset; level of theory: ωB97M-V/def2-TZVPD.

Geometry (Å):
1 O -2.0544 -0.0262 -1.0537
2 C -0.9430 -0.4024 -1.2506
3 C 0.1858 -0.3167 -0.2597
4 S 1.7145 -0.8641 -0.4026
5 N -0.1216 0.4366 1.1432
6 O 1.0170 0.8753 1.7504
7 H -0.8661 -1.1334 -2.1671
8 H -0.6383 1.2414 0.7373
9 H 1.7061 0.1892 1.5027

Properties
F_max	5.3	eV/A
orbital gap (alpha / beta)	0.2854 / 0.2854	Eh
SMILES	O=CC(=S)NO
energy above the lowest of the compared OMol25 structures with the same formula, charge and spin	4.118	eV
LUMO level (alpha / beta)	-1.771 / -1.771	eV
HOMO (alpha / beta)	-9.54 / -9.54	eV

---

The ion C6H13N with charge +1 in a non-equilibrium geometry. Source: the OMol25 dataset; level of theory: ωB97M-V/def2-TZVPD.

Geometry (Å):
1 C -0.4657 1.9173 0.0060
2 C -0.1082 0.7299 -0.8339
3 C 1.0030 -0.1878 -0.2149
4 C 0.4077 -1.1982 0.7886
5 C -0.9555 -1.7240 0.2423
6 C -1.0985 -2.9055 -0.4025
7 N 0.8574 2.5013 0.3669
8 H -1.0030 1.8114 0.9175
9 H -0.9293 2.5522 -0.7403
10 H -0.9585 0.1403 -1.3586
11 H 0.5739 1.2028 -1.7315
12 H 1.4781 0.5797 0.4517
13 H 1.6673 -0.6113 -0.9102
14 H 1.1665 -2.1105 0.9616
15 H 0.1706 -0.6358 1.8366
16 H -1.8646 -1.2115 0.5931
17 H -2.0473 -3.4325 -0.6464
18 H -0.0558 -3.4675 -0.5563
19 H 1.0324 2.7016 1.3843
20 H 1.1294 3.3481 -0.1540

Properties
F_max	5.0	eV/A
orbital gap (alpha / beta)	0.3716 / 0.1606	Eh
energy above the lowest of the compared OMol25 structures with the same formula, charge and spin	3.818	eV
LUMO level (alpha / beta)	-3.323 / -8.685	eV
net charge	+1
spin multiplicity	2
expectation value of S²	0.76
HOMO (alpha / beta)	-13.43 / -13.05	eV

---

Q: Among the records above, which one has the lowest F_max?
A: C15H30As2F13O15Tl

---

Q: Look up the F_max of the sixth one.
A: 5.0 eV/A

---

What did the fourth record say?
A structure of composition C5H6LiO4Rb in a non-equilibrium geometry. Source: the OMol25 dataset; level of theory: ωB97M-V/def2-TZVPD.

Geometry (Å):
1 O -0.1226 -2.4868 -2.8135
2 C 0.5844 -2.3963 -1.7763
3 O 1.3553 -3.2862 -1.3436
4 O 0.6786 -1.0665 -1.3549
5 C 0.3926 -0.8599 0.0291
6 C 0.4139 0.6295 0.3781
7 Rb 3.9657 -1.6206 -0.6598
8 H 1.1495 -1.3657 0.6315
9 H -0.6061 -1.2537 0.2269
10 H 0.1612 1.2622 -0.4640
11 H 1.3745 0.9249 0.7789
12 Li 0.0913 -0.4943 -3.4701
13 C -1.6626 1.8829 1.7520
14 C -1.7535 3.1750 2.0786
15 O -1.9778 4.2760 2.4090
16 H -2.3838 1.5118 1.0345
17 H -1.6607 1.1676 2.5636

Properties
F_max	4.1	eV/A
orbital gap (alpha / beta)	0.2637 / 0.2882	Eh
energy above the lowest of the compared OMol25 structures with the same formula, charge and spin	1.119	eV
LUMO level (alpha / beta)	-3.964 / -4.076	eV
net charge	+1
spin multiplicity	2
expectation value of S²	0.76
HOMO (alpha / beta)	-11.14 / -11.92	eV

---

Q: Which of these has the lowest energy above the lowest of the compared OMol25 structures with the same formula, charge and spin?
A: C51H65N4O2